The following is a quantum chemistry calculation of a 8-piece molecular cluster, C24H44Cl8N4 overall at a distorted geometry, from the OMol25 dataset.

The charge is 0. The calculation puts the highest occupied orbital energy at -10.876 eV. As for the spin multiplicity: 1. The total energy is -4841.4243 hartree. The energy above the lowest of the compared OMol25 structures with the same formula, charge and spin comes out at 0.0000 eV. The calculation puts the LUMO energy at 0.16 eV. The SMILES is CCCC#N.CCCC#N.CCCC#N.CCCC#N.ClCCCl.ClCCCl.ClCCCl.ClCCCl.

Geometry (Å):
C (1.994, -3.403, -2.620)
C (1.440, -4.251, -3.754)
C (2.539, -5.138, -4.362)
C (2.145, -5.766, -5.626)
N (1.856, -6.255, -6.628)
H (2.328, -4.045, -1.801)
H (1.179, -2.817, -2.181)
H (2.756, -2.702, -2.945)
H (1.078, -3.558, -4.517)
H (0.642, -4.900, -3.403)
H (2.784, -5.944, -3.664)
H (3.453, -4.570, -4.550)
C (-0.455, -1.361, -0.150)
C (0.724, -0.403, -0.154)
C (1.547, -0.535, 1.101)
C (2.274, -1.788, 1.219)
N (2.836, -2.777, 1.324)
H (-1.041, -1.232, 0.768)
H (-0.103, -2.398, -0.077)
H (-1.092, -1.281, -1.025)
H (0.421, 0.629, -0.312)
H (1.361, -0.661, -1.007)
H (0.910, -0.472, 1.994)
H (2.212, 0.320, 1.197)
C (-3.977, 0.955, 0.889)
C (-4.634, 0.703, -0.459)
C (-5.716, -0.384, -0.416)
C (-6.638, -0.182, 0.714)
N (-7.360, -0.028, 1.591)
H (-3.232, 1.745, 0.758)
H (-3.414, 0.078, 1.208)
H (-4.693, 1.289, 1.633)
H (-3.840, 0.442, -1.159)
H (-5.121, 1.619, -0.797)
H (-5.293, -1.379, -0.229)
H (-6.301, -0.392, -1.334)
C (-0.519, 5.037, -0.992)
C (-0.942, 3.631, -1.428)
C (-2.216, 3.591, -2.271)
C (-3.362, 3.961, -1.435)
N (-4.224, 4.281, -0.763)
H (-0.546, 5.801, -1.777)
H (0.526, 5.016, -0.666)
H (-1.105, 5.420, -0.153)
H (-1.019, 3.037, -0.517)
H (-0.134, 3.243, -2.056)
H (-2.374, 2.599, -2.690)
H (-2.149, 4.320, -3.078)
Cl (1.077, 4.030, 4.336)
C (2.456, 3.122, 3.729)
C (2.726, 3.357, 2.244)
Cl (1.303, 2.954, 1.252)
H (2.318, 2.050, 3.879)
H (3.332, 3.397, 4.313)
H (3.565, 2.772, 1.888)
H (2.893, 4.422, 2.079)
Cl (4.273, -4.018, 4.861)
C (3.765, -2.320, 4.619)
C (4.881, -1.620, 3.898)
Cl (4.330, -0.009, 3.305)
H (3.607, -1.898, 5.604)
H (2.857, -2.299, 4.032)
H (5.190, -2.168, 3.015)
H (5.753, -1.440, 4.517)
Cl (1.631, -0.280, 5.222)
C (0.038, 0.112, 5.888)
C (-1.094, -0.225, 4.929)
Cl (-1.097, 0.909, 3.543)
H (0.005, 1.180, 6.083)
H (-0.097, -0.437, 6.819)
H (-2.044, -0.075, 5.442)
H (-1.087, -1.236, 4.536)
Cl (-0.485, 0.468, -3.365)
C (-1.249, -0.120, -4.872)
C (-0.466, 0.317, -6.106)
Cl (1.084, -0.550, -6.233)
H (-2.245, 0.322, -4.924)
H (-1.335, -1.201, -4.839)
H (-0.332, 1.392, -6.128)
H (-1.057, -0.006, -6.966)


The following is a quantum chemistry calculation of C24H44DyO3P2S as an isolated structure at a distorted geometry, from the OMol25 dataset.

The charge is +1. The calculation puts the highest occupied orbital energy (spin up / spin down) at -10.794 / -10.794 eV. As for the spin multiplicity: 6. The total energy is -3132.4139 hartree. The calculation puts the LUMO energy (spin up / spin down) at -2.53 / -2.33 eV.

Geometry (Å):
Dy (-0.187, 0.616, 0.302)
C (-0.955, -1.803, 1.126)
C (0.351, -2.113, 0.640)
C (0.571, -0.593, 2.381)
C (-0.823, -0.889, 2.230)
C (1.290, -1.344, 1.384)
C (-2.221, -2.445, 0.683)
H (-2.157, -2.805, -0.352)
H (-3.069, -1.745, 0.724)
H (-2.467, -3.311, 1.325)
C (-1.914, -0.422, 3.131)
H (-2.886, -0.840, 2.839)
H (-2.049, 0.672, 3.124)
H (-1.694, -0.724, 4.166)
C (1.181, 0.246, 3.451)
H (1.214, -0.305, 4.407)
H (0.616, 1.175, 3.620)
H (2.202, 0.556, 3.199)
C (2.766, -1.371, 1.217)
H (3.247, -2.060, 1.936)
H (3.208, -0.374, 1.367)
H (3.046, -1.701, 0.208)
C (0.683, -3.127, -0.391)
H (0.927, -4.100, 0.064)
H (1.548, -2.826, -0.990)
H (-0.156, -3.292, -1.074)
C (-1.789, 1.471, -6.515)
C (-1.875, 0.133, -6.599)
C (-1.069, -0.772, -7.474)
C (0.350, -0.290, -7.875)
C (1.220, 0.168, -6.740)
C (1.265, 1.404, -6.215)
C (0.511, 2.602, -6.699)
C (-0.882, 2.342, -7.329)
H (-1.624, -0.991, -8.406)
H (0.270, 0.460, -8.675)
H (-0.972, -1.744, -6.961)
H (-0.759, 1.968, -8.356)
H (-2.493, 2.018, -5.876)
H (-2.687, -0.374, -6.068)
H (-1.372, 3.328, -7.423)
H (0.384, 3.293, -5.850)
H (2.020, 1.629, -5.455)
H (1.110, 3.159, -7.444)
H (0.852, -1.162, -8.332)
H (1.935, -0.589, -6.391)
P (-1.373, 0.244, -2.180)
C (-2.805, 1.309, -2.547)
C (-1.562, -0.990, -3.509)
P (1.563, 0.834, -1.914)
C (0.035, 1.242, -2.925)
C (2.495, -0.194, -3.094)
C (2.524, 2.379, -1.928)
H (-2.838, 2.146, -1.845)
H (-3.719, 0.720, -2.421)
H (-2.728, 1.671, -3.579)
H (-1.600, -0.419, -4.446)
H (-2.499, -1.547, -3.373)
H (-0.718, -1.689, -3.545)
H (2.626, 2.755, -2.953)
H (3.515, 2.160, -1.515)
H (2.059, 3.134, -1.288)
H (-0.201, 2.315, -2.883)
H (0.191, 0.927, -3.969)
H (3.511, -0.334, -2.703)
H (2.539, 0.298, -4.077)
H (2.029, -1.179, -3.208)
C (-0.980, 4.267, 2.185)
S (-0.683, 3.442, 0.634)
O (-1.691, 2.290, 0.578)
O (-0.733, 4.357, -0.480)
O (0.641, 2.705, 0.792)
H (-1.721, 5.051, 2.022)
H (-0.028, 4.715, 2.485)
H (-1.362, 3.578, 2.943)


The following is a quantum chemistry calculation of C24H44F6MgN4O4P as an isolated structure at a distorted geometry, from the OMol25 dataset.

The charge is +1. The calculation puts the highest occupied orbital energy at -10.884 eV. As for the spin multiplicity: 1. The total energy is -2601.4753 hartree. The calculation puts the LUMO energy at -4.36 eV.

Geometry (Å):
Mg (3.441, -1.184, 2.105)
P (0.650, -0.105, 0.086)
F (0.715, 1.491, 0.269)
F (-0.178, -0.195, 1.459)
F (-0.709, 0.033, -0.774)
F (0.534, -1.693, -0.144)
F (1.527, 0.091, -1.235)
F (2.089, -0.346, 0.900)
C (6.996, -0.553, -0.861)
C (5.846, -0.685, -0.009)
N (4.940, -0.823, 0.674)
H (7.445, -1.512, -1.109)
H (7.760, 0.038, -0.349)
H (6.771, -0.003, -1.774)
C (-0.611, -2.039, 3.944)
C (0.789, -1.828, 3.611)
N (1.891, -1.668, 3.350)
H (-0.776, -2.985, 4.447)
H (-1.223, -1.884, 3.059)
H (-0.774, -1.198, 4.634)
C (0.457, 1.468, -3.302)
C (1.785, 1.844, -3.750)
N (2.824, 2.146, -4.130)
H (-0.164, 2.072, -3.982)
H (0.224, 1.650, -2.265)
H (0.085, 0.472, -3.529)
C (-3.078, -1.647, -0.123)
C (-4.466, -1.797, 0.274)
N (-5.547, -1.978, 0.618)
H (-2.924, -2.452, -0.849)
H (-2.317, -1.823, 0.635)
H (-2.831, -0.679, -0.547)
C (-1.805, -0.233, -5.473)
C (-2.014, -0.663, -4.042)
C (-3.379, -1.384, -4.192)
O (-3.983, -0.892, -5.384)
C (-3.202, 0.228, -5.821)
H (-1.567, -1.046, -6.164)
H (-0.982, 0.470, -5.629)
H (-2.105, 0.204, -3.380)
H (-1.306, -1.284, -3.488)
H (-4.028, -1.145, -3.340)
H (-3.264, -2.469, -4.206)
H (-3.572, 1.099, -5.260)
H (-3.327, 0.526, -6.862)
C (-0.977, 5.346, -0.781)
C (-0.510, 5.319, 0.677)
C (-1.506, 4.374, 1.335)
O (-2.727, 4.504, 0.638)
C (-2.418, 4.794, -0.730)
H (-0.279, 4.872, -1.469)
H (-1.056, 6.375, -1.138)
H (-0.485, 6.302, 1.149)
H (0.509, 4.951, 0.836)
H (-1.637, 4.644, 2.384)
H (-1.183, 3.328, 1.261)
H (-3.112, 5.581, -1.024)
H (-2.573, 3.927, -1.378)
C (3.152, 2.467, 4.409)
C (3.672, 3.070, 3.076)
C (3.784, 1.843, 2.148)
O (3.412, 0.676, 2.892)
C (3.510, 1.009, 4.297)
H (2.073, 2.614, 4.442)
H (3.600, 2.935, 5.281)
H (4.671, 3.453, 3.262)
H (2.944, 3.796, 2.736)
H (4.813, 1.792, 1.779)
H (3.218, 2.019, 1.233)
H (4.552, 0.833, 4.595)
H (2.919, 0.354, 4.936)
C (-1.064, -5.004, 1.820)
C (-1.238, -5.089, 0.284)
C (-2.717, -5.420, 0.143)
O (-3.345, -4.749, 1.213)
C (-2.517, -4.936, 2.354)
H (-0.498, -4.106, 2.081)
H (-0.529, -5.865, 2.217)
H (-0.661, -5.911, -0.143)
H (-0.882, -4.152, -0.138)
H (-2.915, -6.499, 0.212)
H (-3.132, -5.130, -0.823)
H (-2.762, -5.877, 2.856)
H (-2.740, -4.077, 2.987)


The following is a quantum chemistry calculation of a 4-piece molecular cluster, C24H44N2O4 overall at a distorted geometry, from the OMol25 dataset.

The charge is 0. The calculation puts the highest occupied orbital energy at -8.539 eV. As for the spin multiplicity: 1. The total energy is -1351.0598 hartree. The calculation puts the LUMO energy at -0.76 eV. The SMILES is CCCOCc1cnc2ccccc2n1.CCOCC.CCOCC.CCOCC.

Geometry (Å):
C (-4.556, 2.160, -4.434)
C (-3.872, 1.392, -5.673)
C (-2.255, 1.414, -5.583)
O (-1.726, 0.224, -4.949)
C (-1.119, 0.485, -3.670)
C (-1.930, -0.169, -2.424)
C (-3.272, -0.880, -2.757)
N (-4.058, -1.529, -1.763)
C (-3.472, -1.456, -0.452)
C (-4.244, -2.183, 0.719)
C (-3.701, -2.170, 2.162)
C (-2.369, -1.410, 2.471)
C (-1.631, -0.698, 1.320)
C (-2.152, -0.699, -0.180)
N (-1.323, -0.022, -1.142)
H (-4.974, 1.451, -3.635)
H (-3.897, 2.970, -3.967)
H (-5.478, 2.715, -4.867)
H (-4.280, 0.334, -5.807)
H (-4.156, 1.973, -6.635)
H (-1.887, 2.404, -5.151)
H (-1.878, 1.389, -6.680)
H (-0.101, -0.072, -3.673)
H (-0.876, 1.577, -3.450)
H (-3.662, -0.920, -3.836)
H (-5.214, -2.755, 0.470)
H (-4.288, -2.733, 2.960)
H (-1.937, -1.411, 3.534)
H (-0.652, -0.137, 1.559)
C (2.569, -1.965, 6.638)
C (1.795, -1.689, 5.361)
O (0.571, -0.999, 5.576)
C (0.664, 0.290, 6.165)
C (1.464, 1.281, 5.337)
H (1.943, -2.493, 7.362)
H (3.453, -2.570, 6.426)
H (2.905, -1.039, 7.113)
H (1.532, -2.644, 4.898)
H (2.412, -1.151, 4.634)
H (1.062, 0.215, 7.183)
H (-0.360, 0.661, 6.261)
H (2.514, 0.986, 5.264)
H (1.428, 2.274, 5.790)
H (1.069, 1.340, 4.320)
C (1.928, -4.504, -4.974)
C (1.102, -5.357, -4.027)
O (1.198, -4.955, -2.668)
C (0.754, -3.639, -2.365)
C (-0.712, -3.403, -2.680)
H (2.970, -4.465, -4.649)
H (1.886, -4.909, -5.987)
H (1.559, -3.475, -5.010)
H (1.473, -6.386, -4.069)
H (0.053, -5.393, -4.339)
H (1.389, -2.900, -2.866)
H (0.908, -3.501, -1.292)
H (-0.907, -3.469, -3.755)
H (-1.019, -2.411, -2.346)
H (-1.337, -4.153, -2.189)
C (2.110, 6.062, 2.378)
C (3.509, 5.639, 2.791)
O (3.600, 4.274, 3.174)
C (3.267, 3.314, 2.180)
C (4.158, 3.376, 0.952)
H (1.388, 5.826, 3.163)
H (2.079, 7.135, 2.178)
H (1.785, 5.544, 1.471)
H (3.808, 6.224, 3.665)
H (4.238, 5.862, 2.005)
H (2.210, 3.403, 1.907)
H (3.384, 2.333, 2.647)
H (4.031, 4.319, 0.412)
H (3.916, 2.563, 0.264)
H (5.211, 3.302, 1.235)